Record 1
ORCA calculation (the ωB97M-V functional and the def2-TZVPD basis) on a 2-piece molecular cluster, C23H24ClN2O overall in a non-equilibrium geometry.

Output
DFT total energy (eV): -41782.1052
HOMO-LUMO gap (eV): 3.074
Largest force on an atom (eV/A): 2.15
Total charge: +1

Last column: Mulliken charge in e.
CARTESIAN COORDINATES (ANGSTROEM)
C: 3.047 -0.838 4.832  -0.53
O: 1.653 -0.612 5.192  -0.23
C: 0.785 -1.567 5.384  -0.13
C: -0.606 -1.341 5.086  0.86
C: -1.428 -2.484 4.899  -0.43
C: -2.799 -2.350 4.711  -0.58
C: -3.375 -1.076 4.591  -0.32
C: -2.540 0.055 4.572  -0.52
C: -1.167 -0.064 4.771  -0.34
H: 3.429 0.167 4.655  0.27
H: 3.600 -1.315 5.666  0.22
H: 3.155 -1.421 3.904  0.35
H: 1.125 -2.602 5.544  0.40
H: -0.932 -3.453 4.870  0.36
H: -3.424 -3.243 4.672  0.39
H: -4.460 -0.977 4.519  0.41
H: -3.003 1.033 4.406  0.38
H: -0.513 0.796 4.628  0.44
C: 1.979 1.012 9.950  -0.82
N: 1.242 -0.199 10.231  0.28
C: 1.617 -1.501 9.698  0.08
H: 1.402 -1.521 8.571  -0.44
C: 3.084 -1.883 9.927  0.30
C: 3.594 -1.917 11.231  -0.62
C: 4.933 -2.264 11.452  0.06
Cl: 5.542 -2.310 13.048  -0.20
C: 5.774 -2.576 10.379  -0.57
C: 5.261 -2.541 9.082  -0.49
C: 3.922 -2.206 8.856  -0.34
N: 0.660 -2.356 10.384  0.30
C: 0.682 -3.800 10.293  -0.87
C: -0.159 -1.646 11.228  1.18
C: 0.209 -0.286 11.133  1.16
C: -0.264 0.654 12.060  -0.94
C: -1.168 0.211 13.027  -0.72
C: -1.533 -1.137 13.121  -0.72
C: -1.007 -2.095 12.251  -0.92
H: 1.533 1.823 10.531  0.27
H: 3.031 0.910 10.247  0.32
H: 1.938 1.258 8.878  0.20
H: 2.972 -1.680 12.090  0.50
H: 6.807 -2.838 10.584  0.43
H: 5.918 -2.780 8.249  0.40
H: 3.516 -2.196 7.841  0.09
H: -0.091 -4.192 10.958  0.27
H: 0.488 -4.132 9.262  0.24
H: 1.652 -4.200 10.615  0.32
H: 0.093 1.680 12.008  0.26
H: -1.585 0.922 13.729  0.38
H: -2.227 -1.446 13.892  0.38
H: -1.215 -3.158 12.344  0.26

***

Record 2
ORCA calculation (the ωB97M-V functional and the def2-TZVPD basis) on C23H24F5N3NiSTe as an isolated structure.

Output
DFT total energy (eV): -101471.0266
HOMO-LUMO gap (eV): 5.945
Largest force on an atom (eV/A): 0.23
Total charge: 0
Energy relative to the best compared isomer or geometry (same formula, charge and spin) (kcal per mole): 8.66

Last column: Mulliken charge in e.
CARTESIAN COORDINATES (ANGSTROEM)
Ni: 0.872 -1.162 -0.238  -0.46
N: 2.978 -1.276 -0.110  -0.52
C: 3.784 -0.099 -0.035  0.20
C: 4.111 0.425 1.208  -0.41
C: 4.796 1.629 1.292  -0.66
C: 5.155 2.314 0.140  -0.60
C: 4.846 1.773 -1.100  -0.63
C: 4.168 0.568 -1.191  -0.30
H: 3.144 -1.881 0.687  0.45
H: 3.173 -1.819 -0.946  0.28
H: 3.811 -0.101 2.108  0.45
H: 5.044 2.034 2.264  0.39
H: 5.666 3.264 0.206  0.43
H: 5.125 2.300 -2.004  0.42
H: 3.919 0.151 -2.160  0.38
F: 1.577 -2.571 1.854  -0.36
C: 0.880 -2.852 0.653  1.10
F: 1.683 -3.763 -0.005  -0.36
C: -0.313 -3.668 1.178  0.70
F: -1.127 -2.884 1.892  -0.26
F: -1.010 -4.239 0.196  -0.19
F: 0.106 -4.657 1.988  -0.30
C: -6.163 -1.436 2.629  -1.47
C: -5.014 -1.442 1.658  0.59
C: -4.986 -2.311 0.579  -1.12
C: -3.923 -2.340 -0.322  1.18
C: -3.969 -3.317 -1.465  -1.74
C: -2.852 -1.461 -0.133  -0.22
Te: -1.250 -1.498 -1.518  0.04
C: -2.862 -0.569 0.948  1.33
C: -1.727 0.379 1.208  -0.98
C: -3.940 -0.577 1.823  -1.16
H: -6.932 -2.149 2.334  0.35
H: -6.624 -0.448 2.687  0.34
H: -5.828 -1.699 3.634  0.32
H: -5.813 -2.997 0.429  0.24
H: -4.862 -3.939 -1.399  0.38
H: -3.090 -3.962 -1.465  0.31
H: -3.985 -2.801 -2.427  0.35
H: -0.821 -0.175 1.480  0.03
H: -1.969 1.059 2.025  0.36
H: -1.492 0.961 0.314  0.20
H: -3.938 0.112 2.662  0.34
N: 1.011 5.323 -2.781  -0.35
C: 1.803 4.799 -1.834  -0.15
S: 3.027 5.622 -1.114  -0.31
C: 1.503 3.379 -1.491  0.86
C: 1.533 2.948 -0.172  -0.85
C: 1.275 1.619 0.096  -0.42
N: 1.011 0.720 -0.858  0.90
C: 0.969 1.136 -2.123  -0.75
C: 1.208 2.449 -2.481  -0.68
H: 1.150 6.283 -3.048  0.22
H: 0.183 4.845 -3.096  0.22
H: 1.768 3.639 0.624  0.45
H: 1.290 1.248 1.113  0.59
H: 0.724 0.390 -2.867  0.42
H: 1.194 2.724 -3.528  0.44

***

Record 3
ORCA calculation (the ωB97M-V functional and the def2-TZVPD basis) on C23H24IrN7S4Sb as an isolated structure in a non-equilibrium geometry.

Output
DFT total energy (eV): -87387.5635
HOMO-LUMO gap (spin up / spin down) (eV): 6.198 / 5.741
2S+1: 6
Largest force on an atom (eV/A): 1.44
Total charge: 0
Energy relative to the best compared isomer or geometry (same formula, charge and spin) (kcal per mole): 9.28

Last column: Mulliken charge in e.
CARTESIAN COORDINATES (ANGSTROEM)
Ir: -0.726 0.376 -0.321  1.32
C: -2.610 -0.395 3.659  -0.63
C: -3.546 0.638 3.667  -0.43
C: -3.294 1.773 2.934  -0.43
C: -2.135 1.856 2.155  0.16
N: -1.295 0.808 2.044  -0.27
C: -1.514 -0.256 2.840  -0.38
N: -1.850 3.105 1.598  -0.50
C: -0.937 3.317 0.727  -0.03
N: -0.219 2.429 -0.046  -0.25
C: 0.762 3.110 -0.740  -0.07
N: 1.717 2.674 -1.474  -0.55
C: 2.073 1.329 -1.603  0.25
C: 2.969 1.021 -2.637  -0.37
C: 3.446 -0.258 -2.781  -0.54
C: 3.052 -1.236 -1.864  -0.65
C: 2.159 -0.866 -0.890  -0.61
N: 1.648 0.372 -0.766  -0.42
C: 0.578 4.568 -0.485  0.31
C: 1.288 5.662 -0.931  -0.18
C: 0.913 6.911 -0.442  -0.59
C: -0.133 7.038 0.474  -0.58
C: -0.835 5.922 0.920  -0.21
C: -0.460 4.694 0.414  0.25
H: -2.736 -1.287 4.258  0.40
H: -4.449 0.560 4.261  0.41
H: -3.959 2.627 2.940  0.46
H: -0.763 -1.033 2.790  0.53
H: 3.259 1.827 -3.300  0.48
H: 4.125 -0.503 -3.589  0.41
H: 3.429 -2.250 -1.908  0.50
H: 1.809 -1.585 -0.157  0.75
H: 2.100 5.545 -1.641  0.52
H: 1.444 7.796 -0.768  0.39
H: -0.395 8.020 0.849  0.40
H: -1.648 6.003 1.634  0.52
S: -2.167 3.360 -2.596  -0.22
Sb: -2.880 1.124 -2.927  0.46
S: -0.786 0.020 -2.787  -0.43
S: -3.147 0.594 -0.578  -0.34
C: -0.259 -5.711 0.934  -1.01
N: 0.361 -4.383 0.979  0.10
C: 0.377 -3.826 2.329  -1.11
C: -0.054 -3.534 -0.049  0.19
S: -1.117 -2.252 0.254  -0.22
N: 0.423 -3.853 -1.253  0.34
C: -0.077 -3.240 -2.481  -1.23
C: 1.477 -4.843 -1.469  -1.32
H: -1.308 -5.658 1.245  0.32
H: 0.275 -6.381 1.606  0.35
H: -0.217 -6.128 -0.070  0.32
H: 0.946 -4.507 2.964  0.38
H: -0.631 -3.711 2.741  0.41
H: 0.867 -2.856 2.330  0.31
H: -0.988 -2.691 -2.283  0.47
H: -0.266 -4.029 -3.214  0.34
H: 0.661 -2.544 -2.884  0.30
H: 2.024 -5.014 -0.550  0.38
H: 2.151 -4.460 -2.235  0.46
H: 1.064 -5.789 -1.825  0.36

***

Record 4
ORCA calculation (the ωB97M-V functional and the def2-TZVPD basis) on C23H24N4OPdS2Te as an isolated structure in a non-equilibrium geometry.

Output
DFT total energy (eV): -64691.0734
HOMO-LUMO gap (eV): 6.082
Largest force on an atom (eV/A): 1.02
Total charge: 0
Energy relative to the best compared isomer or geometry (same formula, charge and spin) (kcal per mole): 31.99

Last column: Mulliken charge in e.
CARTESIAN COORDINATES (ANGSTROEM)
Pd: -0.392 -0.219 -1.389  -0.15
N: -3.583 -1.026 1.389  -0.46
C: -2.399 -0.707 0.798  0.44
S: -2.325 -1.135 -0.905  -0.33
N: -1.489 -0.163 1.569  -1.40
N: -0.386 0.166 0.842  1.74
C: 0.777 0.254 1.368  0.09
C: 1.075 0.046 2.804  -0.62
C: 1.767 -1.089 3.217  -0.03
C: 2.026 -1.298 4.563  -0.71
C: 1.598 -0.372 5.503  -0.40
C: 0.901 0.757 5.096  -0.71
C: 0.635 0.963 3.752  -0.05
C: 1.876 0.502 0.389  0.59
C: 3.206 0.544 0.789  -0.77
C: 4.200 0.692 -0.162  -0.63
C: 3.853 0.832 -1.494  -0.82
C: 2.507 0.824 -1.819  -0.56
N: 1.539 0.661 -0.916  0.56
H: -4.188 -1.683 0.927  0.22
H: -3.580 -1.027 2.395  0.25
H: 2.084 -1.819 2.481  0.52
H: 2.558 -2.186 4.876  0.39
H: 1.801 -0.533 6.554  0.39
H: 0.557 1.474 5.830  0.38
H: 0.073 1.831 3.432  0.44
H: 3.452 0.452 1.836  0.53
H: 5.239 0.695 0.141  0.44
H: 4.594 0.944 -2.272  0.43
H: 2.173 0.960 -2.839  0.46
O: -1.700 1.887 -2.091  -0.69
S: -0.511 2.799 -2.155  0.53
C: -1.058 4.334 -2.944  -0.73
C: -1.699 5.170 -1.843  -0.60
C: -0.726 5.068 -0.669  -0.73
C: -0.405 3.582 -0.509  -0.39
H: -1.718 4.038 -3.758  0.41
H: -0.171 4.818 -3.359  0.36
H: -2.658 4.725 -1.571  0.28
H: -1.881 6.198 -2.156  0.37
H: -1.131 5.482 0.254  0.34
H: 0.187 5.621 -0.903  0.29
H: -1.169 3.041 0.052  0.22
H: 0.568 3.369 -0.069  0.31
Te: 0.869 -2.351 -2.107  0.05
C: -0.513 -3.937 -2.192  0.01
C: -0.295 -5.075 -1.422  -0.48
C: -1.169 -6.151 -1.491  -0.48
C: -2.279 -6.096 -2.319  -0.40
C: -2.504 -4.962 -3.086  -0.49
C: -1.625 -3.893 -3.029  -0.25
H: 0.560 -5.120 -0.759  0.33
H: -0.987 -7.031 -0.887  0.35
H: -2.966 -6.931 -2.367  0.37
H: -3.368 -4.910 -3.737  0.36
H: -1.802 -3.015 -3.638  0.40

***

> What is the formula in the second record?

C23H24F5N3NiSTe